[1]
Below is C16H10BrCoF5S as an isolated structure in a non-equilibrium geometry, with properties calculated with ωB97M-V/def2-TZVPD.

ORCA input file:
```
! RIJCOSX wB97M-V def2-TZVPD def2/J DEFGRID3
* xyz -1 5
C 2.42 0.58 0.90
C 1.58 0.39 2.04
C 0.87 -0.83 1.88
H 1.54 1.02 2.92
C 1.26 -1.39 0.62
C 2.21 -0.51 0.00
H 2.71 -0.68 -0.94
H 3.12 1.40 0.78
H 0.23 -1.31 2.61
H 0.88 -2.34 0.23
Co 0.51 0.40 0.39
Br -0.43 1.64 -1.46
C 0.90 2.03 -3.98
C 2.08 1.28 -4.20
C 3.16 1.95 -3.54
H 2.14 0.37 -4.79
C 2.64 3.12 -2.91
C 1.25 3.19 -3.18
H 0.58 3.98 -2.85
H -0.08 1.79 -4.37
H 4.20 1.63 -3.54
H 3.21 3.86 -2.34
F -4.45 -3.92 3.29
C -3.71 -2.93 2.76
C -3.33 -2.99 1.41
F -3.75 -4.00 0.63
C -2.64 -1.93 0.84
F -2.28 -1.95 -0.46
C -2.38 -0.76 1.59
S -1.65 0.63 0.89
C -2.79 -0.71 2.93
F -2.62 0.44 3.57
C -3.45 -1.79 3.52
F -3.93 -1.68 4.76
*
```

Properties
- HOMO (alpha / beta): -3.61 / -4.29 eV
- HOMO-LUMO gap (alpha / beta): 6.40 / 6.07 eV
- <S²>: 6.040
- LUMO level (alpha / beta): 0.10221 / 0.06566 Ha

[2]
Below is C3H5AgNaO3 as an isolated structure in a non-equilibrium geometry, with properties calculated with ωB97M-V/def2-TZVPD.

ORCA input file:
```
! RIJCOSX wB97M-V def2-TZVPD def2/J DEFGRID3
* xyz 0 2
O -1.44 0.26 0.37
C -0.73 1.26 0.85
C -0.75 -1.00 0.33
O -0.85 2.40 0.41
O 1.02 0.29 -0.61
C 0.29 -0.87 -0.79
H -1.50 -1.77 0.14
H -0.26 -1.18 1.30
H -0.25 -0.89 -1.76
H 0.91 -1.79 -0.77
H -0.10 1.02 1.73
Ag 0.58 2.36 -1.38
Na 3.07 -0.10 0.18
*
```

Properties
- HOMO (alpha / beta): -4.34 / -8.58 eV
- HOMO-LUMO gap (alpha / beta): 3.38 / 8.02 eV
- <S²>: 0.752
- LUMO level (alpha / beta): -0.03551 / -0.02059 Ha

[3]
Below is a 7-piece molecular cluster, H14O7 overall, with properties calculated with ωB97M-V/def2-TZVPD.

ORCA input file:
```
! RIJCOSX wB97M-V def2-TZVPD def2/J DEFGRID3
* xyz 0 1
O -0.18 -0.72 4.96
H 0.53 -0.55 4.34
H -0.61 0.12 5.08
O 0.06 -0.74 -0.34
H -0.44 -0.57 0.45
H 0.92 -0.35 -0.18
O 0.57 3.12 -1.89
H 0.90 4.01 -1.78
H 1.36 2.60 -2.06
O -3.00 2.06 -2.22
H -2.41 1.31 -2.32
H -2.43 2.82 -2.30
O 3.77 2.18 -1.00
H 3.57 3.11 -0.96
H 4.71 2.14 -1.17
O -1.13 -3.47 2.29
H -0.35 -4.01 2.21
H -0.97 -2.93 3.07
O -1.62 -3.71 -1.86
H -1.95 -3.53 -2.74
H -1.27 -2.87 -1.57
*
```

Properties
- Energy above the lowest of the compared OMol25 structures with the same formula, charge and spin: 2.0721 eV
- HOMO: -10.98 eV
- Structure (SMILES): O.O.O.O.O.O.O
- HOMO-LUMO gap: 11.04 eV
- LUMO level: 0.00193 Ha

[4]
Below is a 2-piece molecular cluster, C6H12O overall, with properties calculated with ωB97M-V/def2-TZVPD.

ORCA input file:
```
! RIJCOSX wB97M-V def2-TZVPD def2/J DEFGRID3
* xyz 0 1
C -1.82 -0.11 -1.56
C -0.95 -0.06 -0.31
O -1.77 -0.40 0.79
C 0.23 -1.01 -0.44
C 1.57 -0.52 -0.86
C 1.39 -1.13 0.49
C 1.13 1.20 1.98
H -1.24 0.18 -2.44
H -2.68 0.56 -1.46
H -2.19 -1.13 -1.71
H -0.56 0.97 -0.19
H -1.19 -0.66 1.51
H -0.09 -2.02 -0.72
H 1.67 0.56 -0.91
H 2.23 -1.05 -1.54
H 1.45 0.16 1.82
H 1.52 1.84 1.19
H 1.55 1.51 2.95
H 0.04 1.27 2.01
*
```

Properties
- Energy above the lowest of the compared OMol25 structures with the same formula, charge and spin: 5.0026 eV
- HOMO: -9.08 eV
- HOMO-LUMO gap: 8.75 eV
- LUMO level: -0.01200 Ha

[5]
Below is C4H9ClN2S as an isolated structure in a non-equilibrium geometry, with properties calculated with ωB97M-V/def2-TZVPD.

ORCA input file:
```
! RIJCOSX wB97M-V def2-TZVPD def2/J DEFGRID3
* xyz 0 1
C 1.39 1.24 -0.68
C -0.95 -0.42 -0.43
C -2.24 -0.11 0.29
C 1.79 -0.90 0.64
H 2.54 1.70 -0.81
H 0.39 1.74 -0.45
H 1.16 0.79 -1.83
H -0.57 -0.07 1.74
H -0.40 0.36 -1.44
H -0.49 -1.59 -0.81
H -2.46 0.92 0.19
H -2.03 -0.29 1.51
H 1.22 -1.74 1.23
N 1.29 0.41 0.57
N -0.27 0.41 0.74
S 3.22 -1.40 -0.23
Cl -3.58 -1.04 -0.24
*
```

Properties
- Energy above the lowest of the compared OMol25 structures with the same formula, charge and spin: 6.7543 eV
- HOMO: -8.77 eV
- HOMO-LUMO gap: 8.46 eV
- LUMO level: -0.01118 Ha

[6]
Below is a 2-piece molecular cluster, C2HFNO4 overall in a non-equilibrium geometry, with properties calculated with ωB97M-V/def2-TZVPD.

ORCA input file:
```
! RIJCOSX wB97M-V def2-TZVPD def2/J DEFGRID3
* xyz -1 3
C 1.29 1.21 0.29
C 0.25 0.33 -0.51
N -2.19 0.78 0.01
O 1.13 2.21 0.97
O 2.32 0.52 0.05
O -2.98 1.00 -0.89
O -2.40 0.68 1.19
F 0.08 0.69 -1.84
H 0.28 -0.88 -0.36
*
```

Properties
- Energy above the lowest of the compared OMol25 structures with the same formula, charge and spin: 0.0000 eV
- HOMO (alpha / beta): -2.64 / -4.49 eV
- HOMO-LUMO gap (alpha / beta): 6.02 / 5.63 eV
- <S²>: 2.009
- LUMO level (alpha / beta): 0.12391 / 0.04182 Ha

[7]
Below is one molecule with the formula C4H7NO2, with properties calculated with ωB97M-V/def2-TZVPD.

ORCA input file:
```
! RIJCOSX wB97M-V def2-TZVPD def2/J DEFGRID3
* xyz 0 1
C -2.30 0.55 -0.24
C -0.72 -1.23 0.08
N -0.95 0.08 0.02
O 0.57 -1.56 0.33
C 1.57 -0.60 0.69
C 2.08 0.13 -0.54
O 1.78 1.28 -0.80
H -2.98 -0.28 -0.09
H -2.56 1.36 0.44
H -2.40 0.92 -1.27
H -0.23 0.80 0.03
H 1.18 0.13 1.42
H 2.37 -1.18 1.15
H 2.73 -0.46 -1.22
*
```

Properties
- Energy above the lowest of the compared OMol25 structures with the same formula, charge and spin: 3.2584 eV
- HOMO: -8.73 eV
- HOMO-LUMO gap: 9.15 eV
- LUMO level: 0.01541 Ha

[8]
Below is C3H6IN2O as an isolated structure in a non-equilibrium geometry, with properties calculated with ωB97M-V/def2-TZVPD.

ORCA input file:
```
! RIJCOSX wB97M-V def2-TZVPD def2/J DEFGRID3
* xyz 1 1
C -1.18 0.00 0.75
C 1.02 -0.39 0.33
C 0.22 1.87 -0.07
N 0.03 0.62 0.31
N -0.93 -1.37 0.82
O 0.42 -1.52 0.78
I 2.98 -0.49 -0.10
H -2.15 0.42 0.64
H 0.15 -0.73 -2.35
H -0.51 2.60 -0.31
H 1.16 2.09 -0.52
H 0.11 -0.95 -1.56
H -1.31 -2.16 1.29
*
```

Properties
- Energy above the lowest of the compared OMol25 structures with the same formula, charge and spin: 6.6834 eV
- HOMO (alpha / beta): -12.05 / -12.01 eV
- HOMO-LUMO gap (alpha / beta): 6.86 / 6.59 eV
- LUMO level (alpha / beta): -0.19054 / -0.19927 Ha

[9]
Below is C44H51CsGeN4O4PS as an isolated structure in a non-equilibrium geometry, with properties calculated with ωB97M-V/def2-TZVPD.

ORCA input file:
```
! RIJCOSX wB97M-V def2-TZVPD def2/J DEFGRID3
* xyz -1 1
Cs 1.12 -0.29 0.45
O -2.02 3.44 1.42
C -0.99 2.69 1.53
N 0.10 2.47 0.81
C 0.09 3.17 -0.52
C -0.77 2.54 -1.65
C -1.67 3.36 -2.30
C -2.51 2.84 -3.24
C -2.45 1.51 -3.52
C -1.48 0.78 -2.83
N -0.67 1.24 -1.92
C -1.02 1.95 2.89
C -1.87 2.46 3.87
C -1.80 1.93 5.10
C -1.01 0.82 5.38
C -0.21 0.35 4.35
N -0.25 0.89 3.10
H 1.12 3.22 -0.91
H -0.27 4.22 -0.44
H -1.70 4.43 -2.02
H -3.25 3.50 -3.72
H -3.05 0.94 -4.25
H -1.32 -0.25 -3.09
H -2.44 3.37 3.73
H -2.53 2.33 5.87
H -0.88 0.41 6.40
H 0.47 -0.44 4.55
O 5.17 -3.25 -0.03
S 4.26 -2.25 -0.48
O 3.05 -2.77 -1.10
O 3.91 -1.17 0.46
C 5.19 -1.38 -1.75
C 5.82 -2.25 -2.64
C 6.65 -1.76 -3.65
C 6.93 -0.37 -3.54
C 6.29 0.45 -2.64
C 5.38 -0.04 -1.73
P 4.23 1.13 -0.88
C 4.56 2.61 -1.92
C 4.03 2.60 -3.22
C 4.33 3.68 -4.08
C 5.15 4.72 -3.65
C 5.61 4.79 -2.37
C 5.37 3.72 -1.50
C 5.02 1.57 0.67
C 6.30 1.16 1.02
C 6.72 1.34 2.32
C 5.86 1.90 3.34
C 4.63 2.34 2.86
C 4.23 2.18 1.61
H 5.49 -3.27 -2.59
H 7.09 -2.33 -4.39
H 7.61 0.07 -4.29
H 6.53 1.49 -2.66
H 3.38 1.83 -3.60
H 3.88 3.81 -5.05
H 5.35 5.53 -4.37
H 6.08 5.70 -1.99
H 5.70 3.68 -0.47
H 6.92 0.60 0.35
H 7.67 0.97 2.64
H 6.30 1.99 4.33
H 3.96 2.75 3.62
H 3.23 2.47 1.39
C -7.21 -4.04 1.55
C -6.08 -5.03 1.44
C -4.71 -4.31 1.27
C -4.84 -2.99 0.42
Ge -3.25 -1.99 -0.20
C -3.52 -0.03 -0.22
C -4.87 0.59 0.17
C -5.77 0.70 -1.09
C -6.02 -0.55 -1.86
H -8.16 -4.52 1.83
H -7.45 -3.51 0.63
H -7.01 -3.25 2.36
H -6.28 -5.63 0.58
H -5.95 -5.70 2.30
H -3.90 -4.97 0.90
H -4.40 -4.09 2.32
H -5.47 -2.22 0.95
H -5.33 -3.35 -0.46
H -2.84 -2.33 -1.65
H -3.27 0.24 -1.24
H -2.72 0.34 0.51
H -4.71 1.58 0.65
H -5.34 -0.06 0.92
H -5.23 1.44 -1.72
H -6.75 1.21 -0.87
H -5.24 -1.29 -2.02
H -6.54 -0.41 -2.84
H -6.79 -1.12 -1.31
C -2.60 -1.49 2.80
C -1.62 -2.33 2.04
C -0.55 -3.07 2.49
C -0.05 -3.82 1.33
C -0.76 -3.40 0.23
C -0.52 -3.62 -1.19
N -1.75 -2.54 0.68
H -2.49 -0.44 2.60
H -2.42 -1.66 3.88
H -3.61 -1.93 2.64
H -0.20 -3.09 3.47
H 0.83 -4.39 1.40
H 0.44 -4.14 -1.33
H -0.39 -2.72 -1.76
H -1.30 -4.22 -1.64
*
```

Properties
- Energy above the lowest of the compared OMol25 structures with the same formula, charge and spin: 0.1774 eV
- HOMO: -5.38 eV
- HOMO-LUMO gap: 7.39 eV
- LUMO level: 0.07378 Ha

[10]
Below is an isolated ion of composition C6H11N2O and charge +1 in a non-equilibrium geometry, with properties calculated with ωB97M-V/def2-TZVPD.

ORCA input file:
```
! RIJCOSX wB97M-V def2-TZVPD def2/J DEFGRID3
* xyz 1 1
N 1.66 1.20 -0.73
C 0.52 0.78 0.13
O 0.74 0.61 1.49
C -0.76 1.49 -0.04
C -1.98 0.88 0.05
C -2.13 -0.57 0.06
C -0.98 -1.29 -0.05
C 0.32 -0.70 -0.34
N 1.43 -1.55 0.16
H 1.24 1.10 -1.69
H 1.84 2.21 -0.68
H 0.44 1.47 1.84
H -0.91 2.60 0.01
H -2.82 1.56 0.17
H -3.01 -1.28 0.14
H -1.02 -2.41 0.08
H 0.50 -0.74 -1.38
H 1.44 -2.40 -0.49
H 1.20 -1.97 1.03
H 2.27 -1.00 0.25
*
```

Properties
- Energy above the lowest of the compared OMol25 structures with the same formula, charge and spin: 2.3445 eV
- HOMO: -12.80 eV
- Structure (SMILES): N[C@@]1(O)C=CC=C[C@@H]1[NH3+]
- HOMO-LUMO gap: 9.04 eV
- LUMO level: -0.13809 Ha

[11]
Below is one molecule with the formula C21H26ClN5O2, with properties calculated with ωB97M-V/def2-TZVPD.

ORCA input file:
```
! RIJCOSX wB97M-V def2-TZVPD def2/J DEFGRID3
* xyz 0 1
O -3.80 0.34 1.65
C -3.10 -0.17 0.80
C -3.51 -0.37 -0.64
C -2.51 0.34 -1.57
N -1.21 -0.30 -1.54
C -0.09 0.61 -1.71
C 1.23 -0.14 -1.47
N 1.39 -1.31 -2.32
C 1.78 -1.00 -3.68
C 3.18 -0.43 -3.71
C 4.19 -1.03 -2.97
C 5.47 -0.53 -2.99
C 5.77 0.59 -3.76
C 4.77 1.20 -4.49
C 3.48 0.70 -4.47
C 0.22 -2.16 -2.20
C -1.10 -1.42 -2.46
N -1.85 -0.66 1.06
N -1.24 -0.26 2.25
C -0.82 1.05 2.35
O -0.49 1.70 1.38
N -0.65 1.52 3.63
C -1.30 1.13 4.80
C -0.63 1.27 6.02
C -1.25 0.90 7.20
C -2.53 0.38 7.19
C -3.20 0.26 5.98
Cl -4.81 -0.35 5.95
C -2.61 0.64 4.79
H -4.51 0.05 -0.78
H -3.53 -1.44 -0.86
H -2.39 1.37 -1.23
H -2.92 0.37 -2.60
H -0.17 1.41 -0.96
H -0.09 1.07 -2.71
H 2.07 0.53 -1.63
H 1.25 -0.48 -0.43
H 1.78 -1.94 -4.24
H 1.09 -0.30 -4.19
H 3.94 -1.90 -2.37
H 6.25 -1.01 -2.41
H 6.77 0.98 -3.77
H 4.99 2.07 -5.09
H 2.70 1.18 -5.04
H 0.32 -3.00 -2.89
H 0.21 -2.55 -1.18
H -1.93 -2.10 -2.30
H -1.14 -1.08 -3.51
H -1.25 -0.72 0.23
H -1.62 -0.69 3.08
H -0.06 2.34 3.69
H 0.37 1.67 6.03
H -0.73 1.01 8.13
H -3.02 0.08 8.11
H -3.17 0.59 3.87
*
```

Properties
- Energy above the lowest of the compared OMol25 structures with the same formula, charge and spin: 0.0934 eV
- HOMO: -8.42 eV
- Structure (SMILES): O=C(CCN1CCN(Cc2ccccc2)CC1)NNC(=O)Nc1cccc(Cl)c1
- HOMO-LUMO gap: 9.20 eV
- LUMO level: 0.02861 Ha

[12]
Below is a 2-piece molecular cluster, C3H11N3O overall in a non-equilibrium geometry, with properties calculated with ωB97M-V/def2-TZVPD.

ORCA input file:
```
! RIJCOSX wB97M-V def2-TZVPD def2/J DEFGRID3
* xyz 0 1
C 1.37 1.25 -0.04
C 1.12 0.08 -0.68
C 1.53 -1.26 -0.15
O 0.47 0.11 -1.89
H 1.22 2.18 -0.59
H 2.12 1.29 0.74
H 2.49 -1.56 -0.59
H 1.66 -1.23 0.94
H 0.80 -2.03 -0.39
H 0.31 -0.80 -2.19
N -1.68 -0.86 1.31
N -1.29 0.47 1.08
N -2.09 0.98 0.03
H -1.18 -1.44 0.65
H -2.67 -1.06 1.16
H -0.22 0.85 1.10
H -1.51 1.13 -0.79
H -2.45 1.90 0.30
*
```

Properties
- Energy above the lowest of the compared OMol25 structures with the same formula, charge and spin: 4.3312 eV
- HOMO: -7.55 eV
- Structure (SMILES): C=C(C)O.NNN
- HOMO-LUMO gap: 8.16 eV
- LUMO level: 0.02210 Ha

Please write out number 3 again, unchanged.
Below is a 7-piece molecular cluster, H14O7 overall, with properties calculated with ωB97M-V/def2-TZVPD.

ORCA input file:
```
! RIJCOSX wB97M-V def2-TZVPD def2/J DEFGRID3
* xyz 0 1
O -0.18 -0.72 4.96
H 0.53 -0.55 4.34
H -0.61 0.12 5.08
O 0.06 -0.74 -0.34
H -0.44 -0.57 0.45
H 0.92 -0.35 -0.18
O 0.57 3.12 -1.89
H 0.90 4.01 -1.78
H 1.36 2.60 -2.06
O -3.00 2.06 -2.22
H -2.41 1.31 -2.32
H -2.43 2.82 -2.30
O 3.77 2.18 -1.00
H 3.57 3.11 -0.96
H 4.71 2.14 -1.17
O -1.13 -3.47 2.29
H -0.35 -4.01 2.21
H -0.97 -2.93 3.07
O -1.62 -3.71 -1.86
H -1.95 -3.53 -2.74
H -1.27 -2.87 -1.57
*
```

Properties
- Energy above the lowest of the compared OMol25 structures with the same formula, charge and spin: 2.0721 eV
- HOMO: -10.98 eV
- Structure (SMILES): O.O.O.O.O.O.O
- HOMO-LUMO gap: 11.04 eV
- LUMO level: 0.00193 Ha